The following is a quantum chemistry calculation of a 2-piece molecular cluster, C7H14N2 overall, from OMol25.

Its multiplicity is 2. The calculation puts the frontier orbital gap (alpha / beta) at 10.38 / 6.41 eV. The charge is +1. The calculation puts the energy relative to the best compared isomer or geometry (same formula, charge and spin) at 12.2 kcal per mole. As for the expectation value of S²: 0.761.

Last column: Löwdin charge in e.
Geometry (Å):
H: -0.32506 0.80787 0.62729  0.051
H: -2.59437 1.00573 0.78678  0.060
C: 1.95997 -0.00709 -1.13747  -0.019
H: -0.91893 -0.80748 -2.37263  0.164
C: -0.65672 1.00871 1.65842  -0.324
C: 1.00582 -1.84527 -1.83333  -0.191
N: 0.62700 0.32568 -1.49872  0.119
C: 0.11372 -0.75750 -2.04517  0.052
H: -0.30443 0.20573 2.32619  0.104
H: -0.22939 -3.52584 -1.76801  0.104
C: 0.78843 -3.27667 -2.05445  0.014
H: -2.63353 0.35450 2.47646  0.094
H: -0.37481 3.11151 1.52850  0.080
H: -0.27156 2.45155 3.18936  0.076
H: 0.94135 -3.52377 -3.11851  0.123
H: 1.11993 2.29527 2.11682  0.062
C: 0.03166 2.29759 2.15892  -0.118
N: 2.17069 -1.28251 -1.32169  0.161
H: 2.51217 0.74106 -0.58408  0.154
H: 1.55381 -3.93460 -1.60785  0.116
H: -2.53365 2.01114 2.22480  0.061
H: 0.18765 1.23455 -1.53149  0.177
C: -2.16972 1.10983 1.77985  -0.118